{"formula": "C18H6BrCl3FeN4S7", "method": "the ωB97M-V functional and the def2-TZVPD basis", "symbols": ["Fe", "S", "C", "S", "C", "C", "S", "S", "S", "S", "C", "C", "C", "C", "N", "C", "C", "C", "S", "C", "N", "H", "H", "Br", "C", "C", "C", "C", "C", "N", "H", "H", "H", "H", "Cl", "C", "Cl", "Cl", "C", "N"], "xyz": [[-0.37352, -0.56021, 0.90634], [1.30921, -3.09959, 7.47156], [0.83618, -2.52618, 5.98226], [0.58642, -0.86270, 5.63553], [0.18308, -1.02022, 3.94817], [0.20854, -2.27142, 3.45764], [-0.19603, -2.64500, 1.80570], [0.64728, -3.51792, 4.59304], [-0.25760, 0.36449, 2.97843], [-1.06298, 1.50743, 0.17936], [-2.39847, 1.19018, -0.90251], [-2.84166, 2.21038, -1.73828], [-3.92729, 2.03305, -2.58842], [-4.35982, 3.11531, -3.42216], [-4.71191, 3.98679, -4.08711], [-4.58523, 0.79228, -2.60005], [-4.15181, -0.22190, -1.76000], [-3.07248, -0.05041, -0.88456], [-2.59891, -1.31017, 0.20526], [-5.70118, 0.55873, -3.47303], [-6.59219, 0.36441, -4.17499], [-2.33103, 3.16455, -1.72464], [-4.66147, -1.17640, -1.77375], [3.38221, -2.22390, 1.73262], [3.43716, -0.42060, 1.15311], [4.66406, 0.22869, 1.20519], [4.72021, 1.52921, 0.74946], [3.56424, 2.11597, 0.25921], [2.39849, 1.37623, 0.26129], [2.32222, 0.12177, 0.71927], [5.53529, -0.29084, 1.57438], [5.65798, 2.07078, 0.76251], [3.56039, 3.12295, -0.13409], [1.47998, 1.78893, -0.13451], [3.70855, -0.58694, -2.45251], [1.47800, -1.81028, -3.10412], [1.97581, -3.44100, -3.28560], [0.98419, -0.97756, -4.51895], [0.83373, -1.46837, -1.90963], [0.35035, -1.16053, -0.91140]], "mulliken_spin": [3.03, 0.00, 0.00, 0.00, 0.01, 0.01, -0.06, 0.00, -0.05, -0.09, 0.01, 0.01, 0.00, 0.00, 0.00, 0.00, 0.00, 0.00, 0.09, 0.00, 0.00, 0.00, 0.00, 0.00, 0.00, 0.00, 0.00, 0.00, 0.01, 0.02, 0.00, 0.00, 0.00, 0.00, 0.27, 0.51, 0.05, 0.05, -0.01, 0.15], "s2": 6.1690, "multiplicity": 5, "e_homo_ev": [-2.47, -2.65], "de_lowest_kj_mol": 45.8, "charge": -2, "lumo_energy_ev": [3.29, 3.52]}

{"formula": "C28H24FeN4O3PS", "method": "the ωB97M-V functional and the def2-TZVPD basis", "symbols": ["Fe", "N", "C", "S", "N", "N", "C", "C", "C", "C", "C", "C", "N", "H", "H", "H", "H", "H", "H", "H", "O", "C", "C", "C", "C", "C", "C", "C", "P", "C", "C", "C", "C", "C", "C", "C", "C", "C", "C", "C", "C", "H", "H", "H", "H", "H", "H", "H", "H", "H", "H", "H", "H", "H", "H", "C", "O", "C", "O", "H", "H", "H"], "xyz": [[-0.07262, -1.17363, -0.16937], [3.16102, -2.90231, 2.54551], [2.33941, -2.40135, 1.61947], [0.60791, -2.58069, 1.53680], [2.82808, -1.59249, 0.59690], [1.93112, -1.32868, -0.33735], [2.22133, -1.05167, -1.56575], [1.18406, -1.00488, -2.50505], [1.54581, -0.77718, -3.83745], [0.52759, -0.35329, -4.67000], [-0.85453, -0.36679, -4.27803], [-1.08378, -0.89843, -3.01169], [-0.11987, -1.23149, -2.16828], [2.83289, -3.66303, 3.14161], [4.16542, -2.67912, 2.56755], [3.21597, -0.77558, -1.92793], [2.59735, -0.90981, -4.18471], [0.86303, 0.01352, -5.67036], [-1.64415, 0.11691, -4.91486], [-2.14237, -1.07216, -2.63473], [-2.49210, -2.37536, 1.11684], [-2.00912, -1.40580, 0.57629], [-2.70089, -0.15924, 0.19248], [-4.08403, -0.08021, -0.03265], [-4.64842, 1.12415, -0.45870], [-3.94950, 2.30687, -0.34936], [-2.57899, 2.25258, -0.23123], [-1.97957, 1.04699, 0.13626], [-0.15160, 0.94152, 0.29885], [0.17141, 1.57558, 1.92936], [-0.63143, 2.61496, 2.45941], [-0.56976, 2.90886, 3.79450], [0.43401, 2.31989, 4.59310], [1.36854, 1.46045, 4.01855], [1.27441, 1.11198, 2.66380], [0.52961, 2.22615, -0.73177], [0.00750, 2.41584, -1.98298], [0.67623, 3.31556, -2.83361], [1.82691, 3.96585, -2.46685], [2.29569, 3.88212, -1.13703], [1.65116, 2.99656, -0.24205], [-4.67611, -0.98605, 0.08356], [-5.70449, 1.06071, -0.80008], [-4.50970, 3.26075, -0.34737], [-1.98116, 3.20153, -0.32329], [-1.29144, 3.21123, 1.79181], [-1.22647, 3.63939, 4.31263], [0.57252, 2.62173, 5.59024], [2.13240, 0.96468, 4.57396], [2.10119, 0.55937, 2.24880], [-0.93567, 1.97438, -2.31190], [0.37263, 3.55430, -3.83594], [2.34824, 4.41554, -3.32473], [3.08364, 4.55092, -0.72388], [1.97503, 2.92661, 0.81316], [-0.53408, -6.70427, 1.34716], [-0.39994, -5.29290, 1.01120], [0.52240, -4.61365, 1.72448], [1.36639, -5.01875, 2.48872], [-1.63610, -6.91983, 1.32543], [-0.07161, -6.90191, 2.31442], [-0.05147, -7.31690, 0.59610]], "mulliken_spin": [2.97, 0.10, 0.27, 0.03, -0.19, 0.21, 0.03, 0.17, 0.01, 0.01, 0.17, -0.07, 0.14, 0.00, -0.01, 0.00, 0.00, 0.02, 0.01, 0.00, -0.04, 0.15, -0.08, 0.04, -0.01, 0.02, 0.00, 0.02, -0.11, -0.01, 0.01, 0.00, 0.00, 0.00, 0.01, -0.03, 0.04, -0.03, 0.03, -0.02, 0.03, 0.01, 0.00, 0.00, 0.00, 0.00, 0.00, 0.00, 0.00, 0.00, 0.02, 0.00, 0.00, 0.00, 0.01, 0.01, -0.01, 0.10, 0.00, 0.00, 0.00, 0.00], "s2": 6.1587, "multiplicity": 5, "e_homo_ev": [-1.65, -2.79], "de_lowest_kj_mol": 11.1, "charge": -1, "lumo_energy_ev": [2.87, 2.84]}

{"formula": "C6H8F2N2Si", "method": "the ωB97M-V functional and the def2-TZVPD basis", "symbols": ["C", "C", "C", "N", "C", "C", "N", "Si", "C", "F", "F", "H", "H", "H", "H", "H", "H", "H", "H"], "xyz": [[-1.25548, 0.18508, 1.09051], [-0.39224, -0.42646, -0.00522], [-0.77947, -1.85047, 0.05670], [-1.09335, -2.97486, 0.20578], [-0.87370, 0.06583, -1.38866], [-2.27304, -0.32216, -1.45015], [-3.36841, -0.60880, -1.34858], [1.46283, -0.27227, 0.28926], [2.36434, 1.42660, 0.40489], [1.89379, -1.12943, 1.63624], [2.19931, -1.08756, -0.87613], [-1.50691, 1.26749, 1.00359], [-0.71342, 0.03072, 2.02106], [-2.20738, -0.28827, 1.11584], [-0.41593, -0.47326, -2.31295], [-0.81898, 1.09117, -1.48592], [2.76449, 1.55305, -0.67866], [1.89958, 2.37948, 0.70160], [3.11395, 1.43411, 1.02080]], "mulliken_charge": [-1.74, 1.31, -0.25, -0.53, -0.58, 0.08, -0.40, 0.67, -1.21, -0.32, -0.29, 0.33, 0.49, 0.45, 0.32, 0.54, 0.27, 0.39, 0.47], "e_homo_ev": -11.61, "lumo_energy_ev": 0.22, "smiles": "C[C@@](C#N)(CC#N)[Si](C)(F)F"}

{"formula": "C4H24NO9", "method": "the ωB97M-V functional and the def2-TZVPD basis", "symbols": ["C", "O", "C", "C", "C", "O", "N", "H", "H", "H", "H", "H", "H", "H", "H", "H", "H", "H", "H", "O", "H", "H", "O", "H", "H", "O", "H", "H", "O", "H", "H", "O", "H", "H", "O", "H", "H", "O"], "xyz": [[0.44479, 0.01457, 0.14853], [0.10022, -0.82149, 1.17992], [1.97699, 0.20726, 0.14332], [2.59658, 1.37604, -0.71632], [1.53878, 2.08657, -1.60629], [3.25660, 2.41009, 0.03397], [2.72602, -1.01622, -0.19993], [-0.18331, 0.94136, 0.05620], [0.39252, -0.38768, -0.91902], [2.29507, 0.36814, 1.17653], [3.36310, 0.99701, -1.40917], [0.48736, 1.96132, -1.38417], [1.71707, 3.10938, -1.73411], [1.65351, 1.56033, -2.51975], [2.62858, 2.99613, 0.46897], [2.01541, -1.69729, -0.49391], [3.19801, -1.41672, 0.59076], [0.33014, -2.19773, 0.89863], [0.21848, -3.84808, 1.08067], [0.56837, -3.15472, 0.52038], [-2.83197, -0.90994, -1.71358], [-1.36318, -1.37531, -2.12306], [-2.28154, -1.65718, -2.07231], [-3.06768, 0.67986, -3.18610], [-3.06832, 0.98595, -1.65044], [-2.76873, 1.30812, -2.52756], [-1.96715, -2.53547, -0.13730], [-1.45571, -1.61884, 1.02625], [-2.26139, -2.12998, 0.69014], [1.19786, 1.13181, 3.63624], [1.59942, -0.17625, 2.75947], [1.65347, 0.29467, 3.59862], [-3.27627, 0.65937, 0.31788], [-3.15532, -0.82610, 0.22722], [-3.52746, -0.01525, -0.32490], [-1.06953, 0.29854, 2.05216], [-1.73093, 1.66579, 2.02184], [-1.94986, 0.73195, 2.09024]], "mulliken_charge": [-0.23, -1.31, 0.90, -0.21, -1.46, -0.62, -0.73, 0.22, 0.01, 0.10, 0.36, 0.32, 0.50, 0.34, 0.31, 0.30, 0.29, 0.48, 0.24, -0.76, 0.36, 0.30, -0.69, 0.28, 0.47, -0.68, 0.41, 0.52, -0.84, 0.31, 0.32, -0.67, 0.35, 0.45, -0.88, 0.33, 0.30, -0.68], "e_homo_ev": -5.66, "de_lowest_kj_mol": 29.5, "charge": -1, "lumo_energy_ev": 2.87}

{"formula": "C2H3ClO", "method": "the ωB97M-V functional and the def2-TZVPD basis", "symbols": ["Cl", "C", "C", "O", "H", "H", "H"], "xyz": [[2.18679, 0.41365, 0.07258], [0.55782, -0.06549, -0.43935], [-0.80401, 0.08094, 0.44314], [-0.09937, -1.11171, 0.07925], [0.34851, -0.00903, -1.56609], [-0.41405, 0.50032, 1.47113], [-1.77569, 0.19131, -0.06066]], "mulliken_charge": [-0.17, 0.02, -0.30, -0.31, 0.27, 0.20, 0.27], "e_homo_ev": -10.15, "de_lowest_kj_mol": 212.2, "lumo_energy_ev": 1.03, "smiles": "Cl[C@@H]1CO1"}

{"formula": "C5H4IrNO5", "method": "the ωB97M-V functional and the def2-TZVPD basis", "symbols": ["O", "C", "Ir", "O", "C", "C", "O", "C", "O", "C", "O", "H", "N", "H", "H", "H"], "xyz": [[-1.69745, -2.89551, 0.00065], [-1.00004, -1.98446, -0.08552], [0.15604, -0.13927, -0.35079], [2.22210, -1.67358, 1.59462], [1.45328, -1.15982, 0.90810], [1.43163, 1.43093, -0.16150], [2.04902, 2.40533, -0.08954], [-0.81335, 1.41556, -1.28212], [-1.53871, 2.15101, -1.87779], [1.08374, -0.84988, -1.92858], [1.65920, -1.26115, -2.83789], [-1.30745, -0.36520, -1.09865], [-0.78980, 0.61889, 1.54686], [-0.15587, 1.17434, 2.12933], [-1.15195, -0.10282, 2.16214], [-1.60037, 1.23563, 1.37069]], "mulliken_spin": [0.04, 0.24, 2.88, 0.04, 0.20, 0.21, 0.06, 0.23, 0.18, 0.02, 0.20, 0.43, 0.28, 0.00, 0.00, -0.01], "s2": 8.7718, "multiplicity": 6, "e_homo_ev": [-21.78, -27.45], "de_lowest_kj_mol": 228.0, "charge": 3, "lumo_energy_ev": [-14.21, -20.29]}

{"formula": "C2H2Cl2OS", "method": "the ωB97M-V functional and the def2-TZVPD basis", "symbols": ["C", "C", "O", "S", "Cl", "Cl", "H", "H"], "xyz": [[-2.41663, 0.36057, -0.60022], [1.71827, -0.11877, 0.47959], [-1.30969, -0.13584, -0.07301], [1.09199, -0.04836, 1.94354], [2.30172, -1.51880, -0.16562], [1.91135, 1.16044, -0.78378], [-2.10970, 0.53863, -1.69082], [-1.18731, -0.23787, 0.89033]], "mulliken_charge": [-0.22, 0.42, -0.22, -0.26, -0.05, -0.11, 0.11, 0.33], "e_homo_ev": -8.74, "de_lowest_kj_mol": 385.9, "lumo_energy_ev": -1.31}

{"formula": "C9H9NS2", "method": "the ωB97M-V functional and the def2-TZVPD basis", "symbols": ["S", "C", "N", "C", "C", "C", "C", "C", "C", "C", "C", "S", "H", "H", "H", "H", "H", "H", "H", "H", "H"], "xyz": [[3.80343, 0.70010, -0.35003], [2.13425, 0.16280, -0.04666], [1.52350, 0.34547, 1.15310], [0.65188, -0.74931, 1.47215], [-0.13234, -1.11719, 0.21214], [-1.50111, -0.41466, 0.12345], [-1.42690, 0.86998, 0.04835], [-2.44273, 1.61744, -0.05711], [-3.69372, 1.09499, -0.18806], [-3.79279, -0.29964, -0.28882], [-2.67870, -1.14743, -0.01254], [1.09775, -0.81599, -0.98200], [2.06003, 0.76879, 1.96415], [-0.00933, -0.64190, 2.29766], [1.43196, -1.47323, 1.87685], [-0.40214, -2.21173, 0.15599], [-0.50142, 1.25348, 0.21089], [-2.30168, 2.80857, 0.21694], [-4.59474, 1.65180, -0.35598], [-4.79082, -0.55613, -0.68286], [-2.68239, -2.26560, -0.02038]], "mulliken_charge": [-0.28, 0.05, -0.19, -0.93, -0.08, 0.91, -0.34, -0.50, -0.54, -0.37, -0.78, -0.14, 0.30, 0.41, 0.35, 0.44, 0.52, 0.16, 0.40, 0.31, 0.30], "e_homo_ev": -8.33, "de_lowest_kj_mol": 40.5, "lumo_energy_ev": 0.37, "smiles": "S=C1NC[C@@H](c2ccccc2)S1"}

no.,strongest force on any atom (eV/A)
1,1.07
2,4.98
3,6.79
4,2.42
5,4.41
6,11.59
7,2.06
8,10.00